1.
Formula: C29H28F31NO10S
Source: OMol25
Level of theory: ωB97M-V with the def2-TZVPD basis set

```
100
Properties=species:S:1:pos:R:3:forces:R:3
N -9.946855 -0.100120 0.483945 0.2 -0.2 -0.2
F 3.601979 -1.631512 -5.430187 0.0 0.0 0.0
C -2.645811 -1.582784 4.255712 -0.2 0.2 0.0
C -4.266164 0.476566 -1.473089 -0.1 -0.1 -0.3
F 0.904250 -2.134659 -5.901413 0.0 0.0 0.0
H -3.392653 -1.523491 5.054101 0.1 -0.1 0.0
H 4.238018 -0.129922 -6.582677 0.0 0.0 0.0
C 8.039982 1.285558 3.037007 -0.1 -0.5 0.3
C 0.558218 0.186098 1.111307 -0.1 0.0 0.0
C 8.947955 4.648502 3.403242 0.0 0.0 0.0
C -5.320051 -0.997882 1.493792 -0.3 -0.5 0.2
F -1.025838 -1.636857 -4.988793 0.0 0.0 0.1
O 3.723002 -1.139937 1.799401 -0.4 -0.3 0.3
H 3.219097 0.362969 0.447291 -0.1 0.0 0.1
C -8.863863 -0.346216 0.178058 0.0 0.3 0.1
O 1.748338 0.451018 -5.674920 0.2 -0.5 -0.1
F 2.011686 -2.018490 -3.290649 0.0 0.0 0.0
C 0.693260 -2.139932 -3.547616 -0.2 0.0 0.0
C 8.941445 3.278034 4.096717 0.0 -0.1 0.2
H 0.440664 0.539949 -4.056423 0.1 -0.1 0.1
O 7.880450 2.515926 3.711248 -0.1 0.3 -0.4
H 8.067861 5.219188 3.704630 0.0 0.0 0.0
F 0.396566 -3.455137 -3.630475 0.0 0.0 0.0
C 4.012615 -0.354205 -5.538689 0.0 0.0 0.0
F 3.432569 0.866637 2.768256 0.0 0.0 0.0
C -6.737284 0.475593 -0.459284 -0.2 0.0 -0.1
H -1.971509 -3.100140 3.214396 0.1 0.1 0.1
C 9.535688 1.270306 0.877808 0.0 -0.1 -0.1
F 1.155636 -1.183965 -0.632073 0.0 0.1 0.0
O -7.440952 1.464656 1.896824 0.0 -0.2 -0.1
F -5.135416 1.133076 -3.546676 -0.3 0.0 -0.3
H -0.229408 0.381384 -5.662618 0.0 0.0 0.0
O -2.343252 -2.960670 4.091501 -0.1 0.0 -0.1
C 0.327759 -1.473467 -4.878358 0.2 -0.1 -0.2
H -7.396467 2.495758 -1.104665 0.5 0.0 -0.2
H -8.244811 0.035617 -2.734382 0.5 0.0 -0.1
H 3.383457 -1.274944 -0.148732 0.0 0.0 0.0
F 8.953714 4.503408 2.064413 0.0 0.0 0.0
H -6.341455 -3.043043 0.514360 0.1 -0.1 0.0
F -3.557908 0.931946 -0.438244 0.2 0.3 0.4
H 3.752984 -2.002038 4.371275 0.0 0.0 0.0
C 1.490710 -0.947241 0.674706 0.1 -0.2 0.2
C -5.049055 -1.353993 0.019051 0.2 0.0 0.0
C 3.241236 -1.062318 4.156238 0.0 0.0 0.0
F 9.401821 1.310874 -0.466802 0.0 0.0 0.0
F 8.797949 3.532651 5.420929 0.1 0.0 0.0
H 10.041244 0.341198 1.153601 0.0 0.0 0.0
H 7.107153 0.758502 3.225770 0.1 0.1 0.0
F 3.362701 -0.226048 5.209566 0.0 0.0 0.0
C -7.402287 1.451554 -1.392557 0.0 0.1 -0.1
C -5.613963 -2.759152 -0.256036 -0.2 0.2 -0.2
H -5.866225 -0.833293 -1.895882 -0.1 0.3 -0.1
F 0.791663 0.555483 2.384437 0.0 0.0 0.0
F 1.209664 -2.062882 1.377145 0.0 0.0 -0.1
C 2.933117 0.608107 -5.020989 0.0 0.3 0.0
H 8.841613 0.686792 3.471304 0.1 0.1 -0.1
H -1.764919 -1.029339 4.601271 0.0 0.0 -0.1
O -4.508107 -3.647968 -0.252044 0.1 -0.1 0.3
C 8.141169 1.328044 1.508206 -0.1 0.2 0.0
H -3.552300 0.073167 3.303948 0.0 0.0 -0.2
H 0.661988 1.052299 0.453537 0.0 0.0 0.0
F 2.794817 0.520759 -3.685200 0.0 0.0 0.1
H -3.966126 -1.459054 -0.087300 -0.1 0.1 0.0
C -4.358228 -1.764083 2.415920 0.3 0.2 0.0
F -4.849724 2.719955 -2.072679 -0.2 0.3 0.2
O -5.596332 2.549798 0.655486 0.0 -0.1 0.1
C -3.219458 -0.919863 3.003160 0.3 -0.4 0.3
S -6.282579 1.372521 1.073028 -0.1 0.2 0.2
F 10.284447 2.323078 1.260766 0.0 0.0 0.0
F 10.066604 5.312547 3.768687 0.0 0.0 0.0
F 3.384638 1.856527 -5.296171 0.0 0.0 0.1
O -7.639614 -0.639579 -0.158889 -0.1 0.0 0.2
C -5.520661 -0.287810 -1.014370 0.0 -0.2 0.3
H -4.889849 -2.279815 3.218805 -0.1 0.2 0.0
O -5.003723 -4.983756 -0.205761 -0.2 0.1 -0.2
C 3.871701 -0.392479 2.926456 0.2 0.1 -0.2
F 1.933182 -1.299336 3.942955 0.0 0.0 0.0
F -1.999891 1.967386 -2.285659 0.2 0.0 0.2
F 7.458954 2.385334 1.023402 0.0 0.0 0.0
F 5.125887 -0.195081 -4.789034 0.0 0.0 0.0
C -4.354199 1.587723 -2.551222 0.3 -0.5 0.0
F -3.489809 -0.472704 -2.079170 0.2 -0.3 -0.1
C 0.573021 0.033582 -5.013803 -0.5 0.5 0.1
H -6.132930 -2.815164 -1.218345 0.1 0.0 0.0
F 10.114421 2.639875 3.938293 0.0 0.0 0.0
H -3.900204 -2.547295 1.807491 -0.2 -0.1 0.1
H 0.118387 -1.699048 -2.728319 0.0 0.0 0.0
F 5.206711 -0.318074 3.184089 -0.1 0.0 0.1
C -7.990521 1.068776 -2.516075 -0.2 0.0 0.1
H -2.410975 -0.820208 2.273148 -0.3 0.2 0.0
F -0.715729 -0.273066 1.036245 0.0 0.1 -0.1
F -2.631975 0.996705 -4.101029 0.1 -0.3 -0.2
C -2.964896 1.902641 -3.195860 -0.2 0.2 0.1
F 7.514666 0.193700 1.065593 0.0 0.0 0.0
O -5.215885 0.425857 1.744815 0.2 0.1 -0.4
H -6.341444 -1.283010 1.754698 0.0 0.0 -0.1
H -8.269971 1.805852 -3.258747 -0.4 0.0 0.2
H -5.271595 -5.085386 0.721338 0.1 0.0 0.0
C 2.999216 -0.680056 0.678639 0.4 0.1 -0.5
F -3.044011 3.082390 -3.800677 0.0 0.2 -0.2
```
Forces are in eV/Å.

Calculated values
highest occupied orbital energy	-10.568	eV
Kohn-Sham gap	10.69	eV

2.
Formula: C29H28IN2OP2PtS
Source: OMol25
Level of theory: ωB97M-V with the def2-TZVPD basis set

```
65
Properties=species:S:1:pos:R:3:forces:R:3
H -4.422207 0.724055 2.148408 0.0 0.0 0.0
C -2.995235 2.523242 -3.113714 0.0 0.0 0.0
H 4.133978 4.640599 -0.070510 0.0 0.0 0.0
P -0.895611 -0.304948 -1.114935 -0.1 0.1 -0.2
H 6.167678 3.747554 1.009497 0.0 0.0 0.0
H -3.677585 -1.045530 -1.798351 0.0 0.0 0.0
H -1.025851 2.292084 -2.309498 0.0 0.0 0.0
H 2.964913 -4.967251 1.446487 0.0 0.0 0.0
C -4.488961 0.662294 -2.808716 0.0 0.0 0.0
C 1.876054 1.906050 3.087475 -0.1 0.0 -0.1
H -3.396527 -3.134142 1.965212 0.0 0.0 0.0
H -1.414845 -5.241050 -1.187933 0.0 0.0 0.0
H 1.511370 1.352731 -2.262290 0.0 0.0 0.0
C -2.904368 2.172075 1.827719 0.0 0.2 -0.1
C 1.656765 0.315845 -1.952481 0.0 -0.1 0.0
C 5.344684 3.084736 0.780676 0.0 0.0 0.0
C -2.308785 -1.929780 0.572242 0.0 0.0 0.0
H 1.530854 -3.529311 2.853667 0.0 0.0 0.0
O -2.246421 1.384495 1.128280 0.1 -0.4 0.0
C -2.459167 -4.322700 0.443595 0.0 0.0 0.0
C -1.667335 -4.313450 -0.693365 0.0 0.0 0.0
H 3.923361 -4.086607 -0.652674 0.0 0.0 0.0
H 3.460892 -1.780292 -1.347711 0.0 0.0 0.0
C 0.468328 -0.574438 -2.319561 0.0 -0.1 0.0
C 5.428529 1.743040 1.111373 0.0 0.0 0.0
C -1.512881 -1.914302 -0.575467 0.1 0.1 0.1
S 0.277832 2.159828 2.615978 0.1 0.0 -0.1
Pt -0.160379 0.967089 0.608400 -0.5 0.0 0.3
H 2.233440 3.149248 -0.543004 0.0 0.0 0.0
N 2.961789 1.760951 3.448610 0.1 -0.1 0.1
C -4.113214 1.677582 2.560600 -0.1 0.0 -0.1
C 1.944782 -3.146776 1.931017 0.0 0.0 0.0
C 4.200566 3.589502 0.174306 0.0 0.0 0.0
H -2.541771 -0.998791 1.075362 0.0 0.0 0.0
C 2.203817 -1.347443 0.353744 0.0 0.0 0.0
H 6.312335 1.358034 1.600081 0.0 0.0 0.0
C -4.245742 1.940967 -3.284149 0.0 0.0 0.0
H -0.591545 -3.134198 -2.102087 0.0 0.0 0.0
H 0.108323 -0.399294 -3.333141 0.0 0.0 0.0
H 0.776313 -1.617440 -2.247256 0.0 0.0 0.0
I -3.604396 1.353560 4.606243 0.0 0.0 0.0
C -3.485054 -0.044141 -2.159559 0.0 0.0 0.0
C 1.667529 -1.846527 1.539022 0.0 0.0 0.0
C 2.750682 -3.952369 1.140379 0.0 0.0 0.0
C -2.782537 -3.128605 1.074924 0.0 0.0 0.0
H -5.460215 0.207522 -2.947249 0.0 0.0 0.0
C 3.289558 -3.459444 -0.040633 0.0 0.0 0.0
C -1.994241 1.827155 -2.460125 0.0 0.0 0.0
H -5.029525 2.486848 -3.791136 0.0 0.0 0.0
C -1.194546 -3.113122 -1.204959 0.0 0.0 -0.1
H 2.581865 -0.032330 -2.414348 0.0 0.0 0.0
H -2.824514 -5.259981 0.839898 0.0 0.0 0.0
C -2.233935 0.536588 -1.986251 0.0 -0.1 0.0
H 1.033375 -1.215992 2.151777 0.0 0.0 0.0
C 4.368077 0.892605 0.838386 0.0 0.0 -0.1
H -4.931418 2.391484 2.535528 0.0 0.0 0.0
H -2.804402 3.519758 -3.488226 0.0 0.0 0.0
H 4.428900 -0.151526 1.113612 0.0 0.0 0.0
H -3.078043 4.051870 2.587798 0.0 0.0 0.0
P 1.820245 0.344276 -0.130375 0.3 0.2 0.0
N -2.599404 3.460351 1.928724 0.0 0.0 0.0
C 3.021293 -2.158412 -0.433351 0.0 0.0 0.0
H -1.722052 3.783608 1.548658 0.0 0.0 0.0
C 3.225934 1.393862 0.224102 0.0 0.0 0.0
C 3.138655 2.748702 -0.098726 0.0 0.0 0.0
```
Forces are in eV/Å.

Calculated values
highest occupied orbital energy	-11.053	eV
total charge	+1
Kohn-Sham gap	8.21	eV

3.
Formula: C29H28MnN7Se
Source: OMol25
Level of theory: ωB97M-V with the def2-TZVPD basis set

```
66
Properties=species:S:1:pos:R:3:forces:R:3
C -1.516602 2.663287 -3.498368 0.0 0.0 0.0
C -0.611916 2.345507 -2.508273 0.0 0.0 -0.1
C -0.718806 -2.343568 -3.664971 0.0 -0.1 0.2
H -1.758010 2.455859 2.089830 0.0 0.0 0.0
H -3.759851 -3.719560 3.497997 0.0 0.0 0.0
N 3.067926 1.895531 0.033538 -0.1 0.2 -0.1
C -0.111947 1.041327 -2.329331 0.0 -0.1 0.2
H -0.041302 -4.416943 -3.977435 0.0 0.0 0.0
H 2.354312 -3.313856 -3.262882 0.0 0.0 0.1
N 3.480318 0.906792 -0.779037 0.3 0.0 0.0
H -1.751425 -0.336827 -4.980561 0.0 0.0 0.0
C 3.449644 -2.119533 -0.745796 -0.1 -0.8 0.7
H -3.564842 1.143851 -5.740969 0.0 0.0 0.0
C 0.167360 -3.394147 -3.719298 0.0 0.0 -0.1
C 0.342907 2.823820 2.358496 -0.1 0.0 0.1
N 0.762368 0.737643 -1.304719 -0.2 0.2 -0.1
C 1.588262 2.618223 1.798887 0.1 0.0 0.0
H 6.158628 2.766264 -0.450283 0.0 0.0 0.0
H -1.861382 3.686935 -3.595602 0.0 0.0 0.0
H -1.780287 -2.309304 -3.836881 0.0 0.1 0.0
H -0.258271 3.119468 -1.839618 0.0 0.0 0.0
C -0.765867 2.325289 1.672315 0.0 0.0 -0.1
C 0.181642 3.531204 3.679048 0.0 -0.2 0.0
C 0.638867 1.447031 -0.111004 0.0 0.1 -0.2
H -3.457348 -2.753043 0.782299 0.0 0.0 0.0
H 2.465890 2.969106 2.329058 0.0 0.0 0.0
C -1.064285 -1.669530 3.906893 0.0 0.1 0.0
C -2.994050 2.027733 -5.456263 0.1 0.0 0.0
C -0.534226 0.094201 -3.278795 0.1 0.1 0.0
H 0.089552 2.811631 4.496701 0.0 0.0 0.0
H 1.037215 4.170354 3.895691 0.0 0.0 0.0
C -2.075322 -2.124606 6.000061 0.0 0.0 0.0
C -2.434520 -3.120919 0.884848 0.0 0.0 0.1
H -2.462680 -4.185248 1.124114 0.0 0.0 0.0
N 1.263993 -1.545233 -3.074143 0.1 0.2 -0.3
H -3.693365 2.789507 -5.112083 0.0 0.0 0.0
H 3.933318 3.646291 0.861816 0.0 0.0 0.0
C 1.744782 1.965765 0.575638 -0.1 -0.1 0.0
C -1.068460 -1.495415 5.281711 0.0 0.0 0.0
C -1.987374 1.696534 -4.384228 -0.1 0.0 0.0
Se 1.859043 -2.245438 0.348930 0.4 -0.4 0.2
H 3.609275 -3.021132 -1.335596 0.0 0.2 -0.2
H -0.721834 4.140586 3.682992 0.0 0.0 0.0
H -3.810409 -3.383987 5.955025 0.0 0.0 0.0
H -1.482089 1.242633 -0.024442 0.0 0.0 0.0
N -1.723781 -2.395424 1.913013 0.0 0.0 0.1
N -0.271657 -1.168515 2.882250 -0.1 -0.1 0.1
C -2.018480 -2.463226 3.272484 0.0 0.0 -0.1
C 5.183051 2.315063 -0.416451 0.0 0.0 0.0
H -2.500923 2.409138 -6.353554 0.0 0.0 0.0
C -1.456522 0.425331 -4.268294 0.1 0.0 0.0
H 5.306619 0.467768 -1.681759 0.0 0.0 0.0
C 4.756422 1.143110 -1.048058 0.0 0.1 0.0
C 1.392009 -2.838321 -3.346390 0.0 0.0 -0.1
C -3.018447 -3.102649 3.988919 0.0 0.0 0.0
C -0.657224 -1.596024 1.653351 -0.3 0.1 0.0
H 4.324522 -1.884305 -0.144298 0.1 0.3 -0.2
H -0.315965 -0.893139 5.774521 0.0 0.0 0.0
C -3.035925 -2.913320 5.363733 0.0 0.0 0.0
H 0.549361 -0.599863 2.999531 0.0 0.0 0.0
Mn 2.172046 -0.658510 -1.325827 0.1 0.1 -0.2
C -0.617758 1.652860 0.480409 0.0 0.0 0.1
N -0.037261 -1.247201 -3.279886 -0.2 0.0 0.1
C 4.076257 2.764176 0.264282 0.0 0.0 -0.1
H -1.895167 -2.978722 -0.047544 0.0 0.0 0.0
H -2.120006 -2.002311 7.074260 0.0 0.0 0.0
```
Forces are in eV/Å.

Calculated values
highest occupied orbital energy (spin up / spin down)	-6.745 / -6.962	eV
spin multiplicity	5
Kohn-Sham gap (spin up / spin down)	7.35 / 7.65	eV